Record 1
Entry from the Open Molecules 2025 dataset: a molecular structure, C32H39AuF5N4O3P2SeSi (ωB97M-V with the def2-TZVPD basis set).

```
88
Properties=species:S:1:pos:R:3:forces:R:3:mulliken_charge:R:1
Au -0.5107 0.7052 -0.7024 -0.33 -0.06 0.00 -0.442
Se -3.3527 -0.3428 -0.9762 0.04 0.04 -0.07 -0.122
P 2.8093 -1.1847 0.8173 -0.04 0.11 -0.13 0.796
P 1.4498 0.2543 2.9774 -0.20 -0.23 -0.27 -0.297
Si -0.4018 2.9909 -0.4839 0.21 -0.25 -0.07 0.173
F -5.3545 -3.1020 2.9640 0.00 0.00 -0.12 -0.257
F -6.0844 -0.5906 1.2507 0.07 0.04 0.09 -0.290
F -4.4378 -3.4617 0.1836 0.04 0.00 0.06 -0.329
F -3.1844 -0.2593 3.2297 -0.08 0.01 -0.02 0.188
F -1.8890 -2.3028 2.3568 -0.25 0.08 0.03 0.371
O 2.5095 -0.8037 2.3498 0.04 -0.02 0.02 -0.489
O 2.7197 -0.0855 -0.1542 0.00 -0.02 0.10 -0.998
O 0.2953 0.5113 2.1143 -0.08 0.04 0.11 0.396
N 1.0114 -0.4404 4.3982 0.08 0.19 0.10 0.655
N 2.4138 1.5479 3.2809 0.11 0.01 0.09 0.856
N 1.8327 -2.5095 0.5892 -0.05 0.03 -0.09 0.354
N 4.3463 -1.7796 0.9065 0.04 -0.11 -0.01 0.339
C -1.0802 3.9002 -1.9888 -0.01 0.08 -0.03 0.419
C -2.0091 2.6957 1.8892 0.03 0.01 0.05 0.076
C 5.3264 -1.4562 -0.1102 0.03 0.03 -0.01 -0.960
C -4.4183 -0.8828 2.9610 0.03 0.00 -0.01 -1.723
C -4.2925 -2.3184 2.6769 0.06 0.09 0.58 1.483
C -1.4155 3.5752 0.9837 -0.03 0.15 0.04 0.111
C -2.9131 4.5354 3.1475 -0.04 0.01 0.06 -0.562
C -3.7981 -2.5472 0.9448 0.35 0.08 -0.67 0.836
C 4.6364 -2.9726 1.6746 0.01 -0.02 0.06 -1.110
C 2.3668 3.0444 -1.1316 -0.01 -0.05 0.01 -0.148
C 1.3905 3.5426 -0.2646 0.05 0.04 0.01 0.432
C 1.9666 -3.0527 -0.7609 0.07 -0.06 0.01 -0.968
C -0.9040 5.5273 -3.7797 0.03 0.00 0.00 -0.656
C -2.1951 5.2377 -4.1900 -0.02 0.01 -0.01 -0.428
C -4.7997 -0.7829 1.5887 0.01 0.03 -0.34 0.864
C -2.9361 4.2830 -3.5031 -0.01 -0.01 0.00 -0.620
C -2.3361 5.4292 2.2544 0.02 -0.01 -0.03 -0.772
C -1.6008 4.9483 1.1808 -0.05 0.01 0.00 0.063
C -0.3400 -0.9075 4.6615 -0.04 -0.07 -0.04 -0.710
C 3.6962 3.4173 -1.0183 -0.01 0.00 0.00 -0.583
C -2.7543 3.1701 2.9627 0.03 -0.01 -0.04 -0.797
C 1.8052 4.4212 0.7349 0.00 0.05 0.00 -0.223
C -2.3822 3.6228 -2.4186 0.00 0.02 0.01 -0.597
C -3.0994 -2.9400 2.1239 -0.31 -0.24 0.11 -2.043
C -0.3542 4.8634 -2.6877 -0.02 0.03 -0.03 0.013
C 0.4341 -2.5003 1.0202 0.16 0.01 0.10 -0.492
C 3.1367 4.8011 0.8567 0.01 0.04 0.07 -0.618
C 3.8558 1.5444 3.4055 0.03 -0.01 -0.06 -0.906
C -3.9238 -1.1696 0.4917 0.01 -0.10 0.45 -0.023
C 1.7506 2.6494 3.9630 -0.01 0.03 0.01 -1.067
C 4.0859 4.3015 -0.0211 0.05 -0.01 0.00 -0.486
C 2.0101 -0.8146 5.3735 0.02 -0.02 0.04 -1.168
H 4.1719 1.5198 4.4576 0.01 0.00 0.00 0.313
H 6.2877 -1.2197 0.3554 0.01 0.00 0.00 0.276
H 1.0776 4.8199 1.4314 -0.03 0.00 0.04 0.493
H -1.8803 1.6285 1.7687 0.00 -0.05 -0.03 0.126
H 3.8821 -3.1284 2.4426 -0.02 0.03 -0.01 0.207
H -0.3196 6.2714 -4.3082 0.00 0.00 -0.01 0.374
H 4.9897 -0.5960 -0.6826 -0.02 0.01 0.01 0.198
H 4.2848 0.6891 2.8894 -0.01 -0.01 0.00 0.100
H 3.4322 5.4915 1.6395 0.00 -0.01 0.00 0.361
H 1.7994 2.5337 5.0538 -0.01 0.03 0.00 0.242
H 5.1257 4.5920 0.0747 0.00 0.01 0.00 0.352
H 0.6572 5.1039 -2.3798 0.01 -0.02 0.02 0.317
H -3.4955 4.9052 3.9832 -0.01 0.00 0.00 0.378
H -3.9466 4.0492 -3.8151 -0.01 0.01 -0.01 0.395
H -2.9704 2.8762 -1.8939 0.01 -0.02 0.00 0.303
H -1.1750 5.6557 0.4746 0.00 -0.01 0.00 0.459
H 2.9878 -0.4168 5.1038 0.00 0.01 -0.03 0.251
H 4.4312 3.0028 -1.6974 0.01 0.00 -0.01 0.381
H -2.4676 6.4970 2.3864 -0.01 0.00 0.01 0.374
H 0.7063 2.7142 3.6556 0.00 -0.03 -0.01 0.184
H 1.7520 -0.4284 6.3647 -0.03 -0.01 0.00 0.326
H -2.6247 5.7516 -5.0414 -0.01 0.00 0.00 0.351
H -0.9997 -0.6311 3.8449 0.02 -0.01 0.02 -0.090
H -3.2099 2.4615 3.6417 -0.03 -0.03 0.03 0.466
H 0.3393 -2.1814 2.0525 0.08 0.00 -0.06 -0.100
H 3.0164 -3.0921 -1.0562 0.02 0.01 0.00 0.290
H 5.6094 -2.8728 2.1643 0.01 -0.01 -0.01 0.367
H 2.0830 2.3222 -1.8881 -0.02 -0.03 -0.01 0.248
H -0.1952 -1.8444 0.4078 -0.02 0.03 -0.01 0.049
H 4.2580 2.4518 2.9495 0.00 0.03 -0.02 0.271
H 4.6598 -3.8648 1.0366 0.01 -0.01 0.01 0.326
H 1.4256 -2.4497 -1.4980 -0.01 -0.01 -0.02 0.281
H 2.2398 3.5829 3.6857 0.01 0.05 -0.03 0.365
H 1.5701 -4.0690 -0.7743 -0.01 0.00 -0.01 0.327
H 5.4789 -2.3026 -0.7917 0.02 0.01 -0.03 0.327
H 2.1008 -1.9049 5.4441 0.00 0.00 0.02 0.345
H -0.7180 -0.4614 5.5856 0.01 0.01 0.02 0.338
H 0.0428 -3.5151 0.9440 -0.01 0.01 0.01 0.596
H -0.3571 -1.9971 4.7692 -0.03 0.00 -0.02 0.291
```
Positions in Å, forces in eV/Å.

Values from the calculation:
**HOMO level**: -0.168 Eh
**Gap between HOMO and LUMO**: 6.54 eV
**Net charge**: -1
**Largest force on an atom**: 0.76 eV/A
**Total energy**: -155001.60969 eV

---

Record 2
Entry from the Open Molecules 2025 dataset: a molecular structure, C32H39BrGe2O2RuSi2 (ωB97M-V with the def2-TZVPD basis set).

```
79
Properties=species:S:1:pos:R:3:forces:R:3:mulliken_charge:R:1
Ru 0.9464 -0.7213 -0.0236 0.36 -0.24 -0.52 -0.781
Br 4.0494 5.2714 0.2111 -0.02 -0.02 0.00 -0.130
Ge -0.8904 -1.9620 -1.2908 -0.04 0.29 0.44 0.061
Ge 1.0261 -0.5172 -4.1712 0.04 -0.06 -0.08 1.273
Si 2.6487 -0.6570 1.6549 -0.18 0.14 0.22 1.393
Si -0.1350 -0.9950 2.1296 -0.24 -0.11 0.03 0.874
O 2.7673 1.4445 -3.3113 0.05 -0.01 -0.04 -0.578
O 1.4960 -0.1117 -2.3418 0.03 0.14 -0.01 -0.054
C -1.8410 -1.8068 1.9160 0.02 0.00 0.07 -1.406
C -4.7154 -3.5968 -1.6145 0.01 0.00 -0.01 -0.721
C -4.5059 -4.9673 -1.5412 0.00 0.00 0.00 -0.429
C -0.5285 0.5433 3.1451 0.00 0.02 -0.06 -1.691
C -0.1128 -2.1221 -4.2352 -0.02 0.08 0.06 -1.524
C -2.3338 -3.2350 -1.4366 0.05 -0.08 0.02 0.597
C 2.1933 1.0434 -2.3311 -0.03 -0.12 0.03 0.307
C 2.9221 -4.0735 -1.3872 -0.02 0.02 0.00 -0.584
C 0.9500 -2.0827 3.2339 0.20 0.09 -0.08 0.557
C 3.0158 -4.4923 -0.0502 0.01 0.00 0.01 -0.842
C 0.7836 -3.0127 -0.9299 -0.04 -0.01 0.12 -0.016
C 3.0004 2.9241 -0.9790 0.00 0.02 0.00 -0.554
C 2.8324 -3.5039 4.7320 0.04 0.01 -0.01 -0.755
C 1.4744 -3.6944 4.9512 -0.04 -0.01 0.01 -0.627
C -0.0482 1.0151 -4.6540 0.03 -0.02 -0.05 -1.310
C 1.8690 3.6484 1.0236 -0.03 -0.01 0.02 -0.597
C -3.2195 -5.4788 -1.4193 -0.01 -0.01 0.00 -0.736
C 2.1354 1.8424 -1.0737 -0.02 0.00 -0.03 0.604
C 1.0305 2.5493 0.9446 0.03 0.06 0.00 -0.366
C 2.8706 3.8106 0.0778 0.03 0.01 -0.02 -0.213
C -2.1359 -4.6173 -1.3689 0.02 0.01 -0.01 -0.114
C 2.6146 -0.9450 -5.1906 -0.07 0.04 0.02 -1.271
C 0.9063 -3.4387 0.4005 -0.04 -0.07 -0.11 0.365
C 2.0244 -4.1699 0.8403 0.04 -0.02 -0.03 -0.791
C 0.5368 -2.9781 4.2162 -0.04 -0.01 0.00 -0.428
C 3.8024 -1.1032 0.2211 -0.02 0.03 0.02 -1.210
C 3.3335 0.8872 2.4509 0.06 -0.03 -0.04 -1.275
C 2.3286 -1.9045 3.0060 -0.16 -0.02 -0.08 -0.024
C 1.1805 1.6230 -0.0803 -0.08 -0.14 0.11 0.299
C 1.8483 -3.3309 -1.8105 -0.01 0.01 -0.02 -1.013
C 3.2620 -2.6005 3.7684 0.01 0.01 0.03 -0.840
C -3.6324 -2.7336 -1.5623 0.00 0.00 0.00 -0.541
H -0.5198 -3.1320 4.4090 0.00 -0.01 0.01 0.421
H -1.0909 -1.8566 -4.6363 -0.02 0.03 0.05 0.403
H -2.4570 -1.5409 2.7802 0.03 -0.03 0.02 0.538
H 1.8096 -3.0232 -2.8468 0.02 -0.01 0.00 -0.058
H 3.2519 -0.0779 -5.3280 -0.01 0.02 0.00 0.388
H 0.2656 0.9544 -0.2441 -0.03 0.02 -0.02 -0.176
H 3.7395 3.0783 -1.7526 0.00 0.00 0.00 0.643
H -3.0648 -6.5482 -1.3638 0.00 0.00 0.00 0.431
H -1.2421 1.2008 2.6417 0.00 0.01 0.02 0.422
H -5.7193 -3.2049 -1.7094 0.00 0.00 0.00 0.423
H 3.3327 -1.4684 -0.6960 0.03 -0.02 -0.02 0.114
H 4.4625 -1.9047 0.5633 0.00 -0.01 -0.02 0.459
H 3.6116 1.6525 1.7269 0.00 0.01 0.00 0.319
H 0.3619 -2.8173 -4.9308 0.00 0.00 -0.02 0.482
H 3.7042 -4.3379 -2.0874 0.00 0.00 -0.01 0.433
H 0.0653 -3.3609 1.0743 0.03 0.03 0.03 1.197
H -0.2673 -2.7139 -3.3324 0.01 -0.08 -0.04 0.358
H 0.3471 1.1237 3.4367 0.01 -0.01 -0.01 0.374
H -2.3729 -1.4364 1.0371 -0.04 0.04 0.03 0.255
H 0.2510 2.4193 1.6780 0.01 0.00 -0.01 0.640
H 0.5235 1.9391 -4.6342 0.01 0.00 -0.01 0.387
H 4.3258 -2.4587 3.6086 0.00 0.00 0.00 0.472
H 4.4021 -0.2264 -0.0285 0.00 0.00 0.00 0.429
H -0.8966 1.0897 -3.9730 0.01 0.01 0.01 0.358
H 1.1477 -4.4011 5.7034 -0.01 0.00 0.00 0.427
H 3.5541 -4.0615 5.3151 0.01 0.01 -0.01 0.416
H -1.0056 0.1966 4.0660 -0.01 -0.01 0.00 0.483
H 4.2458 0.5785 2.9739 -0.01 0.00 0.00 0.497
H 3.1871 -1.7413 -4.7143 -0.02 0.00 0.04 0.377
H 2.0735 -4.4940 1.8718 -0.01 0.00 0.00 0.532
H -1.1337 -5.0194 -1.2745 0.00 0.00 0.00 0.343
H -0.4348 0.8608 -5.6627 -0.01 0.03 0.00 0.469
H -5.3507 -5.6425 -1.5799 0.00 0.00 0.00 0.395
H 2.2711 -1.3101 -6.1612 0.06 -0.01 -0.01 0.468
H -1.8259 -2.8979 1.8651 0.02 0.00 -0.06 0.443
H 3.8668 -5.0795 0.2705 0.00 0.00 0.00 0.405
H -3.7989 -1.6627 -1.6135 0.00 0.00 0.00 0.358
H 2.6710 1.3216 3.1992 -0.02 -0.01 -0.01 0.304
H 1.7535 4.3710 1.8195 0.00 0.00 0.00 0.460
```
Positions in Å, forces in eV/Å.

Values from the calculation:
**HOMO level (spin up / spin down)**: -0.387 / -0.409 Eh
**Gap between HOMO and LUMO (spin up / spin down)**: 6.99 / 7.14 eV
**Net charge**: +1
**Largest force on an atom**: 0.67 eV/A
**2S+1**: 2
**Total energy**: -239318.29082 eV

---

> The highest net charge belongs to which entry?

C32H39BrGe2O2RuSi2

---

> Which of these has the lowest total energy?

C32H39BrGe2O2RuSi2